# 1
A single C5H6O molecule. Source: the OMol25 dataset; level of theory: the ωB97M-V functional and the def2-TZVPD basis.

Each atom is followed by the atoms it is bonded to, with distances in Å.
Element x y z (Å)
1 C 2.126 0.155 0.837  C2 1.205, H7 1.066
2 C 1.478 -0.317 -0.062  C1 1.205, C3 1.465
3 C 0.391 -0.813 -0.910  C2 1.465, C4 1.534, H8 1.097, H9 1.093
4 C -0.825 -0.565 -0.009  C3 1.534, C5 1.516, O6 1.207
5 C -1.233 0.883 0.178  C4 1.516, H10 1.093, H11 1.093, H12 1.094
6 O -1.364 -1.473 0.578  C4 1.207
7 H 2.683 0.559 1.652  C1 1.066
8 H 0.323 -0.255 -1.852  C3 1.097
9 H 0.477 -1.881 -1.125  C3 1.093
10 H -2.278 0.988 -0.128  C5 1.093
11 H -0.609 1.572 -0.396  C5 1.093
12 H -1.169 1.147 1.237  C5 1.094

Computed properties:
HOMO-LUMO gap (eV): 10.5
LUMO energy (eV): 0.90

# 2
A gas-phase ion, C9H10BClNO5 (charge +1). Source: the OMol25 dataset; level of theory: the ωB97M-V functional and the def2-TZVPD basis.

Each atom is followed by the atoms it is bonded to, with distances in Å.
Element x y z (Å)
1 C -3.032 -2.232 -1.828  O2 1.467, H18 1.156, H19 1.160, H20 1.147
2 O -2.647 -2.900 -0.580  C1 1.467, B3 1.456
3 B -1.207 -2.800 -0.388  O2 1.456, O4 1.452, C5 1.649
4 O -0.417 -3.993 -0.636  B3 1.452, H21 0.983
5 C -0.480 -1.413 0.128  B3 1.649, C6 1.548, N17 1.445
6 C -0.396 -0.153 -0.766  C5 1.548, C7 1.575, H22 1.145
7 C 0.275 1.142 -0.171  C6 1.575, C8 1.600, C11 1.556
8 C 0.287 2.425 -1.128  C7 1.600, O9 1.246, O10 1.441
9 O -0.299 3.467 -0.778  C8 1.246
10 O 0.915 2.437 -2.425  C8 1.441, H23 0.994
11 C 0.840 1.136 1.278  C7 1.556, C12 1.594, C16 1.572
12 C 1.492 2.424 1.955  C11 1.594, C13 1.599, H24 1.156, H25 1.152
13 C 3.044 2.637 1.634  C12 1.599, O14 1.260, Cl15 1.832
14 O 3.337 3.462 0.728  C13 1.260
15 Cl 4.423 1.811 2.512  C13 1.832
16 C 0.721 -0.226 2.055  C11 1.572, N17 1.454, H26 1.138
17 N 0.089 -1.390 1.456  C5 1.445, C16 1.454, H27 1.033
18 H -3.581 -1.233 -1.637  C1 1.156
19 H -2.105 -2.014 -2.490  C1 1.160
20 H -3.736 -2.864 -2.476  C1 1.147
21 H -0.607 -4.326 -1.541  O4 0.983
22 H -0.842 -0.208 -1.819  C6 1.145
23 H 0.570 1.612 -2.859  O10 0.994
24 H 0.944 3.364 1.566  C12 1.156
25 H 1.259 2.385 3.082  C12 1.152
26 H 1.131 -0.294 3.114  C16 1.138
27 H 0.022 -2.257 2.013  N17 1.033

Computed properties:
HOMO-LUMO gap (eV): 8.1
Net charge: +1
LUMO energy (eV): -5.67

# 3
2 unconnected molecules or ions with the total composition C5H8O2. Source: the OMol25 dataset; level of theory: the ωB97M-V functional and the def2-TZVPD basis.

Each atom is followed by the atoms it is bonded to, with distances in Å.
Element x y z (Å)
1 C -0.220 0.649 1.726  C2 1.333, H5 1.085, H6 1.084
2 C -0.842 0.588 0.548  C1 1.333, C3 1.502, O4 1.367
3 C -1.584 -0.612 0.034  C2 1.502, H7 1.096, H8 1.098, H9 1.092
4 O -0.865 1.694 -0.255  C2 1.367, H10 0.967
5 H 0.293 1.555 2.031  C1 1.085
6 H -0.246 -0.193 2.410  C1 1.084
7 H -2.646 -0.374 -0.103  C3 1.096
8 H -1.188 -0.936 -0.939  C3 1.098
9 H -1.499 -1.452 0.728  C3 1.092
10 H -0.987 1.422 -1.175  O4 0.967
11 C 2.139 -0.842 -0.641  C12 1.311, H14 1.082, H15 1.083
12 C 1.610 0.017 -1.478  C11 1.311, O13 1.170
13 O 1.122 0.773 -2.227  C12 1.170
14 H 2.843 -1.581 -0.999  C11 1.082
15 H 1.861 -0.777 0.404  C11 1.083

Computed properties:
HOMO-LUMO gap (eV): 9.7
LUMO energy (eV): 0.79

# 4
A single C8H12O molecule. Source: the OMol25 dataset; level of theory: the ωB97M-V functional and the def2-TZVPD basis.

Each atom is followed by the atoms it is bonded to, with distances in Å.
Element x y z (Å)
1 C 1.697 0.460 -0.062  C2 1.548, H10 1.094, H11 1.070, H12 1.088
2 C 0.839 -0.563 -0.844  C1 1.548, C3 1.552, H13 1.100, H14 1.080
3 C -0.128 -1.391 0.044  C2 1.552, C4 1.478, C8 1.558, H15 1.114
4 C -0.892 -0.533 0.974  C3 1.478, C5 1.225
5 C -1.415 0.159 1.840  C4 1.225, C6 1.451
6 C -2.034 0.955 2.884  C5 1.451, O7 1.223, H16 1.080
7 O -1.609 2.039 3.258  C6 1.223
8 C -1.192 -2.198 -0.759  C3 1.558, C9 1.501, H17 1.111, H18 1.093
9 C -0.597 -2.982 -1.892  C8 1.501, H19 1.111, H20 1.090, H21 1.074
10 H 1.097 1.279 0.344  C1 1.094
11 H 2.175 -0.028 0.762  C1 1.070
12 H 2.467 0.893 -0.698  C1 1.088
13 H 0.297 -0.025 -1.636  C2 1.100
14 H 1.475 -1.282 -1.339  C2 1.080
15 H 0.446 -2.069 0.717  C3 1.114
16 H -2.992 0.661 3.286  C6 1.080
17 H -1.928 -1.481 -1.180  C8 1.111
18 H -1.701 -2.908 -0.101  C8 1.093
19 H -0.364 -2.260 -2.704  C9 1.111
20 H -1.266 -3.759 -2.263  C9 1.090
21 H 0.315 -3.445 -1.564  C9 1.074

Computed properties:
HOMO-LUMO gap (eV): 10.5
LUMO energy (eV): 0.26